(1)
2 unconnected molecules or ions with the total composition C2HI2N3 at a distorted geometry, computed with wB97M-V/def2-TZVPD.

Calculated values
E = -22757.4779 eV
HOMO (spin up / spin down) = -8.77 / -8.77 eV
multiplicity = 1
LUMO (spin up / spin down) = -1.957 / -1.957 eV
energy relative to the best compared isomer or geometry (same formula, charge and spin) = 55.3 kcal per mole

Structure (XYZ):
```
8
C2HI2N3 | the Open Molecules 2025 dataset | wB97M-V/def2-TZVPD
C 1.563 -0.772 0.641
C -0.831 0.624 -0.290
N 1.872 -1.788 1.105
N -1.283 -0.485 -0.277
N 1.264 0.420 0.283
I -1.204 2.620 -0.435
I -3.057 -1.399 -0.457
H 1.676 0.781 -0.569
```

Atom charges from the natural (NBO) analysis, given in e for atoms 1 to 5: C 0.3822; C 0.2614; N -0.4018; N -0.6278; N -0.7344

***

(2)
2 unconnected molecules or ions with the total composition C3H12N2S, computed with wB97M-V/def2-TZVPD.

Calculated values
E = -17119.3224 eV
HOMO (spin up / spin down) = 1.01 / -4.53 eV
multiplicity = 2
LUMO (spin up / spin down) = 3.672 / 3.582 eV
⟨S²⟩ = 0.750
energy relative to the best compared isomer or geometry (same formula, charge and spin) = 8.8 kcal per mole
charge = -1

Structure (XYZ):
```
18
C3H12N2S | the Open Molecules 2025 dataset | wB97M-V/def2-TZVPD
C 0.084 -1.578 -0.974
N 0.115 -1.850 -2.419
C 1.089 -0.486 -0.660
N 1.068 -0.128 0.775
H 0.350 -2.495 -0.446
H -0.916 -1.290 -0.629
H -0.490 -2.631 -2.636
H -0.227 -1.043 -2.927
H 0.812 0.415 -1.207
H 2.083 -0.838 -0.944
H 1.806 0.582 0.929
H -0.295 0.415 0.988
H 1.375 -0.941 1.328
C -1.347 2.498 1.821
S -1.727 0.946 0.943
H -2.220 2.810 2.392
H -0.532 2.329 2.529
H -1.030 3.285 1.137
```

Atom charges from the natural (NBO) analysis, given in e for atoms 1 to 5: C -0.2371; N -0.8470; C -0.4390; N -1.1053; H 0.1742

***

(3)
A single C5H10O molecule at a distorted geometry, computed with wB97M-V/def2-TZVPD.

Calculated values
E = -7392.2196 eV
HOMO = -8.56 eV
structure (SMILES) = CC(=O)C(C)C
multiplicity = 1
LUMO = 0.521 eV
energy relative to the best compared isomer or geometry (same formula, charge and spin) = 58.7 kcal per mole

Structure (XYZ):
```
16
C5H10O | the Open Molecules 2025 dataset | wB97M-V/def2-TZVPD
C -0.726 1.973 0.909
C -0.703 0.399 0.691
O -1.672 0.472 -0.046
C 0.466 -0.534 0.203
C 0.856 -0.019 -1.202
C 0.008 -1.993 0.132
H -1.409 2.230 1.717
H 0.310 2.137 1.087
H -1.008 2.573 0.001
H 1.340 -0.470 0.859
H 1.232 1.010 -1.171
H -0.013 -0.039 -1.869
H 1.641 -0.645 -1.644
H -0.859 -2.095 -0.529
H -0.271 -2.366 1.122
H 0.808 -2.633 -0.259
```

Atom charges from the natural (NBO) analysis, given in e for atoms 1 to 5: C -0.6422; C 0.5456; O -0.5362; C -0.2969; C -0.6020

***

(4)
A single C2H4N2O2S molecule at a distorted geometry, computed with wB97M-V/def2-TZVPD.

Calculated values
E = -20047.9177 eV
HOMO = -9.46 eV
structure (SMILES) = NC(=O)NOC=S
multiplicity = 1
LUMO = -0.018 eV
energy relative to the best compared isomer or geometry (same formula, charge and spin) = 36.1 kcal per mole

Structure (XYZ):
```
11
C2H4N2O2S | the Open Molecules 2025 dataset | wB97M-V/def2-TZVPD
N -1.030 1.290 0.014
C -1.396 -0.028 -0.024
O -2.531 -0.452 0.048
N -0.317 -0.942 -0.018
O 0.875 -0.411 -0.567
C 1.900 -0.454 0.302
S 3.341 0.146 -0.051
H -0.100 1.582 -0.324
H -1.779 1.950 -0.060
H -0.574 -1.746 -0.575
H 1.610 -0.933 1.255
```

Atom charges from the natural (NBO) analysis, given in e for atoms 1 to 5: N -0.8389; C 0.7535; O -0.6069; N -0.3611; O -0.3716

***

(5)
A single C4H6O2 molecule, computed with wB97M-V/def2-TZVPD.

Calculated values
E = -8338.3158 eV
HOMO = -10.07 eV
structure (SMILES) = C[C@H]1O[C@H]1C=O
multiplicity = 1
LUMO = 0.858 eV
energy relative to the best compared isomer or geometry (same formula, charge and spin) = 49.5 kcal per mole

Structure (XYZ):
```
12
C4H6O2 | the Open Molecules 2025 dataset | wB97M-V/def2-TZVPD
C -0.803 -0.210 1.084
C -0.393 -0.900 -0.192
O -0.834 -0.270 -1.389
C 0.532 -0.161 -1.065
C 1.013 1.115 -0.434
O 0.458 2.184 -0.483
H -0.685 0.866 0.955
H -0.172 -0.536 1.917
H -1.852 -0.368 1.323
H -0.398 -1.992 -0.223
H 1.240 -0.669 -1.721
H 1.894 0.942 0.228
```

Atom charges from the natural (NBO) analysis, given in e for atoms 1 to 5: C -0.6573; C 0.0818; O -0.4583; C -0.0675; C 0.4095

***

(6)
A single C5H12N2 molecule at a distorted geometry, computed with wB97M-V/def2-TZVPD.

Calculated values
E = -8358.3959 eV
HOMO = -8.15 eV
structure (SMILES) = C/C(=C\N)CCN
multiplicity = 1
LUMO = 0.963 eV
energy relative to the best compared isomer or geometry (same formula, charge and spin) = 40.1 kcal per mole

Structure (XYZ):
```
19
C5H12N2 | the Open Molecules 2025 dataset | wB97M-V/def2-TZVPD
C 0.391 1.597 0.062
C 0.596 0.123 0.020
C 1.867 -0.334 0.062
N 2.955 0.654 0.035
C -0.546 -0.772 -0.313
C -1.878 -0.563 0.487
N -3.105 -0.920 -0.293
H -0.648 1.911 -0.135
H 1.013 2.027 -0.745
H 0.761 2.024 0.975
H 2.154 -1.328 -0.298
H 3.780 0.186 0.406
H 2.738 1.313 0.782
H -0.301 -1.859 -0.374
H -0.640 -0.753 -1.399
H -1.750 -1.389 1.188
H -1.929 0.417 0.977
H -2.760 -1.078 -1.239
H -3.649 -0.066 -0.376
```

Atom charges from the natural (NBO) analysis, given in e for atoms 1 to 5: C -0.6581; C -0.0508; C -0.0372; N -0.8174; C -0.4472

***

> Which value of energy relative to the best compared isomer or geometry (same formula, charge and spin) does entry 1 give?

55.3 kcal per mole